15
Properties=species:S:1:pos:R:3 method="wB97M-V/def2-TZVPD" e_above_lowest_ev=1.029 smiles=C[C@H]1C[C@@H]1CF total_energy_ev=-8047.014 total_charge=0 homo_lumo_gap_ev=11.439
C -0.446 -1.586 1.093
F -0.294 -1.481 2.407
C 0.567 1.900 -0.326
C -0.268 0.683 -0.051
H 1.620 1.644 -0.360
H 1.466 -0.787 0.231
H -0.293 -2.656 0.925
H 0.468 -0.236 -1.948
H -1.483 -1.513 0.720
C 0.405 -0.640 0.225
H 0.404 2.620 0.393
H -1.119 0.882 0.540
H -1.188 -0.848 -1.456
C -0.233 -0.382 -1.142
H 0.394 2.402 -1.250



15
Properties=species:S:1:pos:R:3 method="wB97M-V/def2-TZVPD" e_above_lowest_ev=3.075 smiles=CC1(CF)CC1 total_energy_ev=-8044.968 total_charge=0 homo_lumo_gap_ev=10.981
C -0.135 -0.019 -0.070
C 1.193 0.297 -0.696
H 0.232 -1.892 -0.615
F -1.529 -1.932 0.215
H -1.893 1.008 0.580
C -0.193 0.208 1.397
H 1.120 0.665 -1.793
H -0.654 2.174 0.056
H 1.081 0.398 1.501
H 1.873 1.123 -0.187
H 1.900 -0.349 -0.480
H -0.987 -1.060 -1.696
C -0.629 -1.254 -0.610
H -0.530 -0.529 1.993
C -0.850 1.163 0.405



| no. | lowest unoccupied orbital energy (eV) |
| --- | --- |
| 1 | 1.232 |
| 2 | 1.036 |